(1)
Formula: C36H51FN3O3PS3
Source: OMol25
Level of theory: ωB97M-V with the def2-TZVPD basis set

Properties
- Max |F|: 1.792 eV/A
- SMILES: CCCCCc1c(CCCCN(CCCC)C(=S)SCCC)c(CP(=O)(O)O)cc2c1Sc1cc(N)cc(F)c1N2.c1ccccc1
- Spin multiplicity: 1
- Charge: 0
- HOMO level: -7.853 eV
- Frontier orbital gap: 7.625 eV

Each line ends with the Mulliken charge.
Atoms and positions in Å:
C: 1.526 -2.030 4.569  -0.761
C: 1.890 -0.524 4.490  -0.806
C: 1.623 0.123 3.114  -0.299
C: 2.203 -0.707 1.915  0.855
C: 3.001 0.266 1.017  -2.146
C: 3.322 -0.273 -0.367  -0.288
C: 2.510 -0.112 -1.493  0.202
C: 1.167 0.609 -1.401  1.945
C: 1.258 2.136 -1.213  -0.788
C: -0.189 2.699 -1.051  -1.030
C: -0.890 2.278 0.268  0.153
N: -2.163 1.510 0.016  0.653
C: -3.233 2.191 0.798  -1.388
C: -4.617 1.532 0.735  -0.539
C: -5.394 1.762 -0.585  -0.347
C: -4.642 1.289 -1.857  -0.968
C: -2.031 0.143 0.374  -0.451
S: -1.991 -0.984 -0.808  -0.183
S: -1.935 -0.379 2.066  0.034
C: -2.372 -2.131 2.108  -1.131
C: -1.195 -3.121 1.864  0.723
C: -1.430 -4.094 0.664  -1.213
C: 2.938 -0.634 -2.715  0.634
C: 2.112 -0.520 -4.018  -1.652
P: 0.908 -1.928 -4.054  1.037
O: 1.080 -2.805 -5.215  -0.767
O: -0.578 -1.301 -3.916  -0.496
O: 1.190 -2.802 -2.726  -0.435
C: 4.129 -1.324 -2.844  -0.805
C: 4.919 -1.508 -1.721  0.653
C: 4.511 -0.977 -0.519  0.845
S: 5.620 -1.290 0.862  -0.352
C: 6.082 -2.978 0.493  0.689
C: 6.207 -3.965 1.453  -0.519
C: 6.544 -5.234 1.027  0.052
N: 6.645 -6.304 1.998  -0.637
C: 6.778 -5.506 -0.308  -0.717
C: 6.658 -4.508 -1.246  0.614
F: 6.893 -4.760 -2.548  -0.329
C: 6.288 -3.242 -0.842  -0.446
N: 6.140 -2.229 -1.826  -0.396
H: 2.462 -2.601 4.620  0.299
H: 0.984 -2.203 5.507  0.382
H: 0.938 -2.385 3.717  -0.024
H: 2.942 -0.336 4.750  0.323
H: 1.312 0.053 5.229  0.387
H: 0.560 0.324 2.941  -0.050
H: 2.133 1.100 3.110  0.377
H: 1.329 -1.023 1.325  -0.598
H: 2.818 -1.541 2.264  0.477
H: 3.933 0.536 1.536  0.722
H: 2.439 1.200 0.919  0.216
H: 0.537 0.347 -2.252  -0.552
H: 0.642 0.181 -0.532  -1.563
H: 1.906 2.439 -0.388  0.273
H: 1.641 2.566 -2.152  0.473
H: -0.770 2.223 -1.858  0.306
H: -0.229 3.778 -1.236  0.456
H: -0.222 1.630 0.856  -0.496
H: -1.125 3.171 0.855  0.724
H: -2.910 2.267 1.852  0.449
H: -3.331 3.217 0.415  0.745
H: -4.600 0.457 0.959  0.222
H: -5.234 1.990 1.525  0.417
H: -6.317 1.166 -0.533  0.383
H: -5.650 2.820 -0.744  0.113
H: -4.351 0.238 -1.797  0.140
H: -3.792 1.961 -2.014  0.192
H: -5.328 1.390 -2.712  0.456
H: -3.169 -2.342 1.385  0.513
H: -2.785 -2.350 3.102  0.498
H: -0.307 -2.533 1.599  -0.532
H: -0.923 -3.686 2.764  0.544
H: -1.139 -5.097 1.013  0.381
H: -2.475 -4.123 0.345  0.318
H: -0.743 -3.870 -0.159  0.048
H: 2.771 -0.609 -4.884  0.554
H: 1.605 0.451 -4.004  0.509
H: -0.509 -0.338 -3.976  0.306
H: 0.599 -3.568 -2.718  0.305
H: 4.433 -1.754 -3.799  0.293
H: 6.018 -3.759 2.503  0.456
H: 7.522 -6.807 1.920  0.290
H: 5.903 -6.963 1.777  0.292
H: 7.067 -6.493 -0.669  0.418
H: 6.232 -2.600 -2.763  0.355
C: -8.075 7.756 -0.881  -0.432
C: -7.149 7.346 -1.830  -0.340
C: -6.101 6.513 -1.464  -0.497
C: -5.978 6.092 -0.146  -0.045
C: -6.899 6.509 0.805  -0.555
C: -7.949 7.340 0.437  -0.333
H: -8.896 8.401 -1.168  0.354
H: -7.244 7.676 -2.857  0.359
H: -5.380 6.190 -2.205  0.356
H: -5.162 5.440 0.140  0.423
H: -6.800 6.185 1.834  0.356
H: -8.669 7.663 1.179  0.359

=====

(2)
Formula: C21H18BrF5N3O5ReSTe
Source: OMol25
Level of theory: ωB97M-V with the def2-TZVPD basis set

Properties
- Max |F|: 1.012 eV/A
- Spin multiplicity: 4
- Charge: +1
- HOMO level (alpha / beta): -11.875 / -11.996 eV
- Frontier orbital gap (alpha / beta): 7.081 / 6.597 eV
- Relative energy (zero: lowest compared OMol25 entry of this formula, charge and spin): 15.18 kcal/mol

Each line ends with the Löwdin spin population.
Atoms and positions in Å:
Re: -0.602 0.045 1.463  2.241
C: 5.622 1.239 -4.460  0.000
C: 4.587 0.686 -3.523  0.000
C: 3.285 0.447 -3.961  0.000
C: 2.320 -0.041 -3.097  0.000
C: 2.672 -0.288 -1.775  0.000
C: 3.966 -0.073 -1.313  0.000
C: 4.913 0.415 -2.194  0.000
S: 1.475 -0.924 -0.686  0.019
O: 0.507 -1.700 -1.413  0.007
O: 2.146 -1.533 0.437  0.021
N: 0.630 0.393 -0.074  0.202
C: 1.259 1.722 -0.104  0.023
C: 0.860 2.505 1.130  0.015
O: 1.303 3.572 1.414  0.031
O: -0.080 1.872 1.872  0.134
H: 5.371 1.029 -5.498  0.000
H: 6.606 0.824 -4.247  0.000
H: 5.690 2.322 -4.346  0.000
H: 3.029 0.635 -4.996  0.000
H: 1.315 -0.245 -3.438  0.000
H: 4.223 -0.303 -0.288  0.000
H: 5.926 0.580 -1.850  0.000
H: 0.920 2.288 -0.977  0.006
H: 2.345 1.676 -0.147  0.001
Br: -5.754 5.138 0.233  -0.001
C: -4.727 3.570 0.304  -0.004
C: -5.309 2.390 0.747  0.001
C: -4.549 1.235 0.811  -0.002
C: -3.216 1.273 0.424  0.007
C: -2.632 2.454 -0.008  -0.002
C: -3.391 3.608 -0.075  0.001
N: -2.417 0.080 0.496  -0.005
C: -2.892 -1.056 0.126  0.072
C: -2.107 -2.248 0.387  0.018
C: -2.497 -3.512 0.015  0.013
C: -1.670 -4.584 0.341  0.024
C: -0.495 -4.339 1.017  0.006
C: -0.160 -3.036 1.358  0.029
N: -0.953 -2.006 1.059  0.016
H: -6.344 2.378 1.058  0.000
H: -4.990 0.329 1.205  0.000
H: -1.597 2.473 -0.317  0.000
H: -2.947 4.533 -0.414  0.000
H: -3.856 -1.115 -0.367  0.002
H: -3.423 -3.653 -0.524  0.000
H: -1.949 -5.592 0.063  0.001
H: 0.179 -5.139 1.287  0.000
H: 0.773 -2.808 1.853  0.001
F: 0.802 -0.562 3.054  0.043
Te: -0.570 -1.052 4.447  0.008
F: 0.794 -2.149 4.985  0.001
F: 0.246 0.287 5.394  0.005
F: -1.661 -1.189 5.909  0.000
F: -1.319 -2.676 3.933  0.004
O: -1.655 -0.173 3.268  0.060

=====

(3)
Formula: C44H83N5O21P
Source: OMol25
Level of theory: ωB97M-V with the def2-TZVPD basis set

Properties
- Max |F|: 1.055 eV/A
- Spin multiplicity: 1
- Charge: +1
- HOMO level: -10.413 eV
- Frontier orbital gap: 7.422 eV
- Relative energy (zero: lowest compared OMol25 entry of this formula, charge and spin): 0.00 kcal/mol

Each line ends with the Mulliken charge.
Atoms and positions in Å:
C: -2.935 -1.124 3.660  -1.794
C: -3.530 -2.372 4.320  2.731
C: -4.801 -2.758 3.555  -1.865
C: -3.990 -1.940 5.733  -1.982
C: -2.535 -3.525 4.543  -2.409
C: -1.977 -4.341 3.362  2.797
C: -0.909 -5.304 3.949  -1.979
C: -3.031 -5.257 2.716  -2.458
C: -1.240 -3.512 2.315  -0.278
C: -0.246 -2.622 2.730  -0.422
C: 0.476 -1.857 1.836  -1.005
C: 0.230 -1.978 0.477  -0.193
O: 0.959 -1.223 -0.422  -0.515
C: 0.538 0.124 -0.492  -0.517
C: -0.778 0.334 -1.210  -0.312
O: -0.628 0.384 -2.633  -0.407
C: -0.651 1.652 -3.209  -0.556
C: -2.028 1.980 -3.822  -0.884
N: -2.811 2.902 -2.992  0.349
C: -3.684 2.599 -2.038  -0.134
N: -4.239 3.668 -1.488  -0.379
C: -3.673 4.717 -2.113  0.465
N: -3.930 5.999 -1.869  -0.320
P: -5.133 6.699 -0.674  0.313
N: -4.070 7.691 0.205  -0.606
O: -5.412 5.555 0.436  -0.452
N: -2.800 4.265 -3.052  -0.257
C: -0.725 -2.866 0.045  -0.358
C: -1.463 -3.622 0.947  0.059
H: -3.675 -0.321 3.697  0.566
H: -2.747 -1.302 2.598  0.269
H: -2.004 -0.795 4.122  0.320
H: -4.640 -2.851 2.482  0.270
H: -5.564 -1.996 3.733  0.516
H: -5.220 -3.689 3.943  0.326
H: -3.106 -1.773 6.353  0.431
H: -4.623 -2.693 6.200  0.449
H: -4.494 -0.975 5.675  0.452
H: -1.680 -3.114 5.089  0.335
H: -3.000 -4.238 5.231  0.668
H: -0.482 -5.897 3.139  0.415
H: -0.111 -4.760 4.450  0.386
H: -1.400 -5.999 4.632  0.492
H: -3.649 -4.696 2.015  0.390
H: -2.558 -6.056 2.146  0.653
H: -3.694 -5.655 3.482  0.367
H: -0.037 -2.522 3.787  0.565
H: 1.247 -1.184 2.187  0.140
H: 0.426 0.534 0.519  0.449
H: 1.316 0.707 -0.987  0.333
H: -1.208 1.275 -0.843  0.334
H: -1.502 -0.446 -0.973  0.237
H: -0.375 2.450 -2.510  0.489
H: 0.082 1.673 -4.017  0.423
H: -1.902 2.399 -4.819  0.348
H: -2.631 1.078 -3.893  0.445
H: -3.897 1.579 -1.753  0.482
H: -3.423 6.675 -2.423  0.278
H: -3.107 7.579 -0.102  0.265
H: -4.051 7.360 1.170  0.331
H: -6.125 4.982 0.120  0.375
H: -2.239 4.790 -3.703  0.193
H: -0.877 -2.973 -1.024  0.742
H: -2.203 -4.307 0.560  0.529
C: 4.730 1.082 7.088  -1.105
C: 3.705 1.858 6.291  -0.171
O: 4.112 2.024 4.921  -0.367
C: 3.901 0.975 4.132  0.711
O: 3.385 -0.066 4.451  -0.576
O: 4.351 1.274 2.913  -0.207
C: 4.242 0.204 1.971  0.736
H: 5.712 1.548 6.999  0.296
H: 4.448 1.055 8.140  0.360
H: 4.812 0.058 6.725  0.314
H: 3.602 2.868 6.680  0.298
H: 2.726 1.382 6.330  0.303
H: 3.229 -0.190 1.946  -0.446
H: 4.943 -0.593 2.212  0.334
H: 4.497 0.615 0.998  -0.305
C: -9.879 9.011 -6.568  -1.080
C: -9.604 10.143 -5.605  -0.177
O: -8.980 9.670 -4.394  -0.368
C: -7.677 9.450 -4.471  0.760
O: -6.969 9.617 -5.429  -0.555
O: -7.260 9.000 -3.278  -0.361
C: -5.875 8.689 -3.232  -0.488
H: -10.459 8.228 -6.080  0.292
H: -10.437 9.378 -7.429  0.354
H: -8.949 8.567 -6.924  0.304
H: -10.533 10.606 -5.281  0.293
H: -8.986 10.916 -6.059  0.320
H: -5.271 9.526 -3.577  0.372
H: -5.667 7.806 -3.843  0.285
H: -5.657 8.460 -2.184  -0.002
C: 2.287 -3.986 -2.913  -1.130
C: 2.106 -4.698 -1.591  0.073
O: 2.841 -5.926 -1.530  -0.278
C: 4.141 -5.819 -1.258  0.694
O: 4.742 -4.795 -1.061  -0.568
O: 4.661 -7.044 -1.247  -0.307
C: 6.073 -7.088 -1.013  -0.664
H: 2.048 -4.654 -3.742  0.338
H: 1.634 -3.113 -2.959  0.289
H: 3.318 -3.656 -3.038  0.297
H: 1.065 -4.988 -1.458  0.206
H: 2.383 -4.059 -0.753  0.244
H: 6.334 -6.538 -0.112  0.306
H: 6.609 -6.679 -1.868  0.297
H: 6.326 -8.136 -0.891  0.216
C: 9.958 0.011 -1.401  -1.120
C: 9.335 1.387 -1.330  -0.176
O: 8.203 1.505 -2.213  -0.400
C: 7.068 0.990 -1.757  0.743
O: 6.898 0.471 -0.683  -0.509
O: 6.125 1.170 -2.685  -0.394
C: 4.852 0.640 -2.317  -0.311
H: 10.206 -0.240 -2.432  0.300
H: 10.867 -0.021 -0.801  0.375
H: 9.270 -0.747 -1.027  0.308
H: 10.038 2.145 -1.669  0.349
H: 9.037 1.639 -0.312  0.269
H: 4.563 1.030 -1.342  -0.051
H: 4.869 -0.448 -2.297  0.402
H: 4.140 0.981 -3.063  0.238
C: 1.261 -9.054 0.347  -0.969
C: 0.232 -8.890 -0.749  0.005
O: -0.788 -9.900 -0.681  -0.355
C: -1.748 -9.674 0.212  0.767
O: -1.844 -8.707 0.926  -0.569
O: -2.594 -10.701 0.181  -0.355
C: -3.663 -10.620 1.129  -0.626
H: 1.680 -10.060 0.332  0.327
H: 2.067 -8.332 0.215  0.201
H: 0.814 -8.897 1.329  0.276
H: 0.699 -9.012 -1.724  0.267
H: -0.228 -7.903 -0.722  0.219
H: -4.188 -9.671 1.041  0.288
H: -3.280 -10.740 2.141  0.285
H: -4.337 -11.437 0.893  0.219
C: 2.067 6.828 -2.466  -1.147
C: 1.754 6.082 -1.186  -0.110
O: 2.520 4.876 -1.070  -0.284
C: 3.779 5.058 -0.639  0.532
O: 4.267 6.114 -0.343  -0.568
O: 4.378 3.875 -0.600  -0.136
C: 5.756 3.919 -0.196  -0.630
H: 1.944 6.172 -3.330  0.276
H: 1.405 7.687 -2.577  0.381
H: 3.095 7.185 -2.463  0.332
H: 0.712 5.759 -1.175  0.195
H: 1.916 6.710 -0.311  0.332
H: 5.872 4.449 0.746  0.404
H: 6.358 4.391 -0.970  0.334
H: 6.072 2.887 -0.069  0.050

=====

no.,calculated total energy (Eh)
1,-3428.2120
2,-5169.1552
3,-3921.3974